1.
Molecular formula: C58H49Cl16IN4
Method: DFT, ωB97M-V/def2-TZVPD

Values from the calculation:
- Kohn-Sham gap (hartree) = 0.294
- HOMO energy (eV) = -9.10
- LUMO (eV) = -1.1
- ΔE to the lowest compared entry with this formula, charge and spin (kcal/mol) = 103.4
- SMILES = CC[C@H](I)c1nnc(CCC(C)C)nn1.Clc1ccccc1Cl.Clc1ccccc1Cl.Clc1ccccc1Cl.Clc1ccccc1Cl.Clc1ccccc1Cl.Clc1ccccc1Cl.Clc1ccccc1Cl.Clc1ccccc1Cl
- DFT total energy (Eh) = -10119.10835

Cartesian coordinates (Å):
1 I 1.0334 -1.1639 1.5076
2 Cl 17.1219 0.9832 -4.4193
3 Cl 10.8415 0.8451 -3.4212
4 Cl -12.8876 -1.1884 -8.8003
5 Cl 2.3207 0.6396 -4.3762
6 Cl -15.5359 -1.5343 -10.6609
7 Cl -7.4525 -2.1288 -0.4473
8 Cl 19.1116 3.3945 -5.3255
9 Cl -4.1525 3.3998 9.3027
10 Cl -11.9727 2.3200 -2.7118
11 Cl 12.0942 3.6159 -2.2599
12 Cl 4.3110 -1.5079 -5.7982
13 Cl -7.5952 -1.9662 2.8005
14 Cl -11.8300 2.1574 -5.9596
15 Cl 7.8222 -2.1125 -1.6202
16 Cl 10.8067 -3.1661 -2.3802
17 Cl -4.2952 3.5624 12.5505
18 N -1.1099 -0.2860 6.4818
19 N -2.3570 -1.0065 4.2969
20 N -1.2213 -1.0117 3.6505
21 N 0.0258 -0.2916 5.8355
22 C 8.3283 -2.3672 -3.2524
23 C 3.7141 -3.0876 -3.7152
24 C 16.7368 2.6483 -4.1660
25 C -10.1927 0.3150 -2.7668
26 C -4.9896 -4.9138 2.1299
27 C 15.5173 2.9480 -3.5501
28 C -4.9000 0.6103 2.9787
29 C 7.7584 -2.2918 -5.6066
30 C -1.6368 0.5377 10.4889
31 C 16.0130 5.3085 -3.6938
32 C -14.3540 -0.3268 -8.4961
33 C -3.2902 2.4272 11.7218
34 C -5.7063 -4.1222 -0.0375
35 C -4.9963 -0.4563 5.4797
36 C -2.4063 1.4063 9.7125
37 C -9.3143 -0.7047 -4.7734
38 C 11.7039 2.2758 -1.2416
39 C -5.8152 -3.9712 2.7455
40 C -16.6463 0.2605 -9.0065
41 C 3.0868 -3.4097 -2.5100
42 C -0.0959 -0.6333 4.4505
43 C 2.2430 -2.4856 -1.8954
44 C -4.1315 2.1499 5.1305
45 C 1.3539 -0.5834 3.6064
46 C 3.4975 -1.8408 -4.3108
47 C -6.5902 -3.1014 1.9718
48 C 17.5950 3.6851 -4.5505
49 C 2.6460 -0.9152 -3.6963
50 C -16.6698 1.1299 -7.9144
51 C -6.5332 -3.1750 0.5751
52 C -2.2410 -0.6233 5.6715
53 C 2.0710 0.8898 3.6469
54 C 15.1557 4.2761 -3.3156
55 C -15.5391 1.2698 -7.1109
56 C 11.6469 1.3585 1.0007
57 C -4.9368 -4.9909 0.7389
58 C 9.0403 -2.7325 -5.9325
59 C 9.6136 -2.8149 -3.5796
60 C -5.0916 0.9286 4.6077
61 C 11.9473 2.4074 0.1294
62 C 10.8575 0.0396 -0.8635
63 C 11.1001 0.1759 0.5046
64 C -1.6896 0.6147 11.8799
65 C 2.0224 -1.2407 -2.4876
66 C -10.9677 1.1848 -3.5405
67 C -3.7066 -0.5590 6.4866
68 C -15.4911 -0.4713 -9.2996
69 C 9.9662 -2.9942 -4.9210
70 C -14.3825 0.5437 -7.4017
71 C 11.1599 1.0863 -1.7402
72 C 1.0674 2.1473 3.9590
73 C -3.2332 2.3536 10.3251
74 C 7.4031 -2.1082 -4.2688
75 C 17.2302 5.0138 -4.3107
76 C -10.9107 1.1112 -4.9372
77 C -2.5152 1.5574 12.4955
78 C -9.3671 -0.6276 -3.3824
79 C -10.0838 0.1640 -5.5498
80 H 14.2058 4.5046 -2.8379
81 H -3.6740 0.3093 7.2980
82 H 7.0352 -2.0906 -6.3935
83 H -8.7660 -1.3018 -2.7766
84 H -5.6571 -4.1885 -1.1220
85 H 9.3191 -2.8730 -6.9744
86 H 11.8394 1.4646 2.0658
87 H 0.8634 2.1484 5.1317
88 H -3.9935 2.2161 6.2906
89 H 1.5803 3.2036 3.7445
90 H 6.4014 -1.7622 -4.0244
91 H 2.5383 1.0724 2.5645
92 H -10.2284 0.3666 -1.6810
93 H 10.9633 -3.3391 -5.1850
94 H 10.4321 -0.8873 -1.2413
95 H -2.3571 1.3400 8.6280
96 H -4.4652 3.2261 4.7705
97 H 10.8630 -0.6407 1.1828
98 H -4.0889 1.2994 2.4740
99 H -5.8508 -3.9196 3.8313
100 H 12.3718 3.3268 0.5259
101 H 2.9943 0.8817 4.3874
102 H -15.5573 1.9442 -6.2579
103 H -5.9788 -0.5049 6.1544
104 H 3.2569 -4.3810 -2.0514
105 H 15.7337 6.3433 -3.5091
106 H -6.2177 1.3107 4.7064
107 H 1.3613 -0.5270 -2.0013
108 H 14.8430 2.1494 -3.2498
109 H -8.6740 -1.4407 -5.2540
110 H 2.0561 -1.3414 4.1893
111 H 4.3722 -3.8142 -4.1862
112 H -10.0346 0.0976 -6.6342
113 H 17.8917 5.8259 -4.6035
114 H -2.5508 1.6090 13.5813
115 H -5.9302 0.7518 2.3981
116 H -4.5627 -0.5121 2.7866
117 H -17.5337 0.1569 -9.6267
118 H -4.3884 -5.5880 2.7357
119 H -3.0490 1.9479 4.6747
120 H 1.7561 -2.7343 -0.9552
121 H -0.9965 -0.1983 10.0082
122 H -13.5048 0.6609 -6.7704
123 H -17.5704 1.6972 -7.6905
124 H -4.2965 -5.7269 0.2582
125 H -3.7231 -1.5666 7.1232
126 H 0.0248 2.0998 3.4305
127 H -1.0884 -0.0594 12.4857
128 H -5.0949 -1.3866 4.7411

Forces on atoms 1 to 6 (eV/Å):
0.3 0.1 1.1
0.2 0.1 -0.1
0.0 0.1 0.0
-0.1 -0.1 -0.1
0.1 -0.1 -0.1
0.2 0.0 0.0


2.
Molecular formula: C3H7N2O2
Method: DFT, ωB97M-V/def2-TZVPD

Values from the calculation:
- Kohn-Sham gap (spin up / spin down) (hartree) = 0.314 / 0.314
- charge = +1
- HOMO energy (spin up / spin down) (eV) = -13.56 / -13.56
- LUMO (spin up / spin down) (eV) = -5.0 / -5.0
- ΔE to the lowest compared entry with this formula, charge and spin (kcal/mol) = 98.5
- DFT total energy (Eh) = -378.09693

Cartesian coordinates (Å):
1 O -2.3782 -0.3295 -0.8797
2 O 0.0574 -2.0314 0.1772
3 N 1.2265 -1.5257 -0.2441
4 N 2.6251 0.3520 -0.3496
5 C -1.6010 -0.1450 0.1618
6 C -0.4009 0.5623 0.0232
7 C 1.5403 -0.3415 -0.2807
8 H -0.2721 1.1117 -0.8995
9 H -3.2738 -0.6234 -0.6592
10 H -1.9220 -0.4555 1.1510
11 H -0.0779 -2.8829 -0.2790
12 H 2.7054 1.1759 -0.9270
13 H 3.4761 -0.0572 0.0241
14 H 0.0340 0.9659 0.9208

Forces on atoms 1 to 6 (eV/Å):
0.1 0.1 0.1
-0.1 0.4 0.3
0.6 -1.1 -0.7
0.8 0.8 0.1
1.4 0.7 -0.2
0.1 0.1 -0.3


3.
Molecular formula: C5H9N2O
Method: DFT, ωB97M-V/def2-TZVPD

Values from the calculation:
- Kohn-Sham gap (hartree) = 0.405
- charge = +1
- HOMO energy (eV) = -14.93
- LUMO (eV) = -3.9
- ΔE to the lowest compared entry with this formula, charge and spin (kcal/mol) = 17.5
- SMILES = CC1=NC(=[NH2+])OCC1
- DFT total energy (Eh) = -380.42395

Cartesian coordinates (Å):
1 O -1.6688 0.9085 -0.1329
2 N -2.5666 -1.1482 0.2228
3 N -0.2029 -1.1069 -0.2979
4 C -0.4650 1.6914 -0.3181
5 C 2.1497 -1.0589 -0.1754
6 C 0.7273 1.0380 0.3724
7 C -1.5789 -0.3570 -0.0518
8 C 0.8323 -0.4024 -0.0655
9 H -0.2996 1.8035 -1.3957
10 H 2.0881 -1.9178 -0.8385
11 H 0.5959 1.0590 1.4606
12 H 1.6351 1.5869 0.1310
13 H 2.9375 -0.3859 -0.5006
14 H 2.4206 -1.4274 0.8161
15 H -3.5032 -0.8039 0.4014
16 H -2.3963 -2.1454 0.2648
17 H -0.7052 2.6665 0.1074

Forces on atoms 1 to 6 (eV/Å):
-1.1 -0.2 0.2
-0.3 0.3 0.0
-4.0 1.2 0.4
0.9 0.5 -0.1
0.3 -0.3 -0.1
-0.5 0.0 -0.1


4.
Molecular formula: CH5N2O3
Method: DFT, ωB97M-V/def2-TZVPD

Values from the calculation:
- Kohn-Sham gap (hartree) = 0.375
- charge = +1
- HOMO energy (eV) = -15.18
- LUMO (eV) = -5.0
- ΔE to the lowest compared entry with this formula, charge and spin (kcal/mol) = 34.1
- DFT total energy (Eh) = -375.82709

Cartesian coordinates (Å):
1 O -0.9590 1.1107 -0.3015
2 O -2.2015 -0.4386 0.6942
3 O -1.7097 0.0827 -0.5443
4 N 0.5604 -0.9516 -0.4316
5 N 1.6984 1.0344 0.3174
6 C 0.7352 0.3046 -0.1167
7 H -3.1202 -0.6508 0.5259
8 H 1.5163 1.9654 0.4002
9 H 1.3230 -1.6079 -0.2988
10 H 2.5766 0.4672 0.2605
11 H -0.4193 -1.3161 -0.5053

Forces on atoms 1 to 6 (eV/Å):
4.3 -1.1 0.8
1.1 0.0 1.0
-1.5 -0.6 -1.1
0.3 1.0 0.7
0.9 -5.1 -1.2
-5.3 0.0 -0.5


5.
Molecular formula: C4H24N2O10
Method: DFT, ωB97M-V/def2-TZVPD

Values from the calculation:
- Kohn-Sham gap (hartree) = 0.369
- HOMO energy (eV) = -9.83
- LUMO (eV) = 0.2
- ΔE to the lowest compared entry with this formula, charge and spin (kcal/mol) = 93.7
- SMILES = NC(=O)NCCC=O.O.O.O.O.O.O.O.O
- DFT total energy (Eh) = -1028.65482

Cartesian coordinates (Å):
1 O -2.6048 -0.1383 -1.8536
2 O 4.9729 0.7741 -1.1178
3 O 3.1366 -2.3829 0.9105
4 O 2.9466 -0.0748 -2.1378
5 O -1.3098 1.4128 -0.2342
6 O 1.7973 0.2078 1.0737
7 O 0.1267 0.7812 -3.4484
8 O -2.7027 3.8909 0.8222
9 O 1.2087 -2.1364 -2.4705
10 O -1.8160 1.6300 3.4542
11 N -0.1150 -1.1208 1.0009
12 N 0.3452 0.5309 2.7057
13 C -1.5323 -1.4297 1.3207
14 C -2.2240 -1.6168 -0.0663
15 C -2.8932 -0.4524 -0.7411
16 C 0.6794 -0.0937 1.5473
17 H -2.3520 3.1013 0.5007
18 H -3.4566 4.0598 0.4392
19 H -0.9680 0.8185 -0.9382
20 H -0.7992 2.2337 -0.2105
21 H 1.0693 0.7890 3.2951
22 H -0.7403 0.6969 -3.8068
23 H -2.8957 -2.4596 0.1138
24 H -0.0136 -1.0474 -0.0177
25 H 3.9631 -1.9897 0.8664
26 H 0.4642 -0.0408 -3.3719
27 H 2.5511 -1.6851 1.1043
28 H -0.5802 0.4844 3.0522
29 H 4.4209 0.0438 -1.2440
30 H -3.8845 -0.2201 -0.3212
31 H -1.4592 -1.9663 -0.8178
32 H -1.9840 2.2482 2.8360
33 H 2.9817 -0.4109 -3.0100
34 H 2.3649 0.7432 -2.1950
35 H 0.7908 -2.9552 -2.1830
36 H -1.5160 -2.3869 1.7065
37 H 4.5326 1.2583 -0.4327
38 H 2.0723 -1.9446 -1.9760
39 H -2.0185 -0.6369 1.8755
40 H -2.5585 1.4842 3.9699

Forces on atoms 1 to 6 (eV/Å):
0.3 0.7 -1.0
2.6 1.7 0.6
-1.2 -2.8 -0.3
-2.1 1.4 0.7
0.2 0.1 0.1
-1.3 -1.1 -0.5


6.
Molecular formula: C6H12S
Method: DFT, ωB97M-V/def2-TZVPD

Values from the calculation:
- Kohn-Sham gap (hartree) = 0.306
- HOMO energy (eV) = -7.47
- LUMO (eV) = 0.9
- ΔE to the lowest compared entry with this formula, charge and spin (kcal/mol) = 85.5
- DFT total energy (Eh) = -633.84845

Cartesian coordinates (Å):
1 S -0.0445 0.0617 -2.6480
2 C 0.0179 -0.4163 0.6098
3 C 0.4994 0.4747 1.7800
4 C 0.9327 -1.5443 0.2822
5 C 0.7423 0.8549 -1.2653
6 C -0.4057 1.6072 -1.7632
7 C -1.4770 -0.6164 0.3856
8 H 0.7600 -2.4556 0.9114
9 H -1.9637 0.2201 -0.1650
10 H -2.0200 -0.7482 1.2902
11 H 1.9435 -1.2482 0.2538
12 H -1.6541 -1.3844 -0.2673
13 H 0.8687 -0.1219 2.5732
14 H -0.3061 2.4734 -2.3432
15 H 1.3753 1.0398 1.5535
16 H -0.3137 0.9426 2.1685
17 H 0.6328 -1.8225 -0.7620
18 H 1.7193 1.2531 -1.2476
19 H -1.3070 1.4305 -1.3466

Forces on atoms 1 to 6 (eV/Å):
0.9 -0.3 -0.6
1.6 2.4 -1.3
0.7 -2.4 -1.9
-2.2 -1.4 -1.2
-3.0 -1.8 2.4
2.2 -0.8 -1.0


7.
Molecular formula: C19H23Cl2NRe
Method: DFT, ωB97M-V/def2-TZVPD

Values from the calculation:
- Kohn-Sham gap (spin up / spin down) (hartree) = 0.317 / 0.198
- charge = +2
- HOMO energy (spin up / spin down) (eV) = -15.19 / -15.19
- LUMO (spin up / spin down) (eV) = -6.6 / -9.8
- ΔE to the lowest compared entry with this formula, charge and spin (kcal/mol) = 1.4
- multiplicity = 4
- DFT total energy (Eh) = -1790.53053

Cartesian coordinates (Å):
1 Re -0.4814 -1.1813 1.7390
2 Cl -1.0842 5.2072 1.3967
3 Cl -0.0893 -0.5409 -1.7464
4 N 0.4113 1.5518 1.2085
5 C 1.6710 1.7806 0.8459
6 C 1.9272 -1.7823 1.0574
7 C 0.5237 -2.8913 2.5363
8 C 1.0243 -1.6931 3.2025
9 C -2.2567 -2.2571 2.1008
10 C -0.4094 2.5967 1.3975
11 C 0.0356 3.9213 1.1847
12 C -1.1492 0.8029 -3.7950
13 C 1.3609 4.1489 0.8074
14 C -2.3138 -0.0519 1.3335
15 C 1.0608 -2.9080 1.1903
16 C -0.2837 -1.5002 -4.2292
17 C -0.0381 -0.1962 -3.4867
18 C -1.9285 -1.3763 3.2096
19 C 1.8851 -1.0173 2.2656
20 C 1.3196 0.3941 -3.8478
21 C 2.1981 3.0543 0.6165
22 C -1.9688 -0.0133 2.7383
23 C -2.5015 -1.4266 0.9522
24 H -0.0218 -3.6854 3.0341
25 H 1.3431 0.5895 -4.9178
26 H 3.2295 3.1662 0.2986
27 H 2.1445 -0.2806 -3.6213
28 H -2.4512 0.7963 0.6747
29 H -1.4329 2.4291 1.7449
30 H 0.4870 -2.2448 -4.0397
31 H 2.5827 -1.5913 0.2163
32 H -1.7464 -1.6843 4.2304
33 H 1.4828 1.3508 -3.3466
34 H -0.2619 -1.2974 -5.2935
35 H 2.4994 -0.1511 2.4955
36 H -0.9806 1.7612 -3.2965
37 H -2.8144 -1.7862 -0.0235
38 H -1.2668 -1.9209 -4.0167
39 H 1.7318 5.1612 0.6947
40 H -2.4347 -3.3272 2.1454
41 H 2.3369 0.9337 0.6984
42 H -1.1452 0.9901 -4.8652
43 H -1.8034 0.8746 3.3424
44 H 0.9263 -3.7058 0.4662
45 H 0.8238 -1.4246 4.2354
46 H -2.1413 0.4250 -3.5337

Forces on atoms 1 to 6 (eV/Å):
5.5 0.8 -3.3
0.2 -0.1 0.0
0.1 -0.3 1.8
-0.4 -0.2 0.5
0.7 0.4 -0.5
-0.4 0.3 0.6


8.
Molecular formula: C12H14Se
Method: DFT, ωB97M-V/def2-TZVPD

Values from the calculation:
- Kohn-Sham gap (hartree) = 0.299
- HOMO energy (eV) = -8.05
- LUMO (eV) = 0.1
- ΔE to the lowest compared entry with this formula, charge and spin (kcal/mol) = 43.8
- DFT total energy (Eh) = -2866.90261

Cartesian coordinates (Å):
1 Se -1.0055 0.0949 -0.8691
2 C -0.0768 -1.3736 -0.4514
3 C 0.1858 -3.7970 -0.8693
4 C 2.4120 3.3037 -0.4403
5 C 1.7499 1.0019 -0.6179
6 C -0.7847 -2.6822 -0.4707
7 C -2.1410 0.5461 2.2483
8 C 0.0869 2.7420 -0.5806
9 C 0.4242 1.3978 -0.6495
10 C -1.2448 -0.1808 2.5676
11 C 2.7421 1.9587 -0.5107
12 C -3.2040 1.4350 1.8356
13 C 1.0842 3.6950 -0.4711
14 H -2.9289 1.9242 0.8992
15 H -0.9528 3.0401 -0.6161
16 H 0.4601 -3.6971 -1.9164
17 H -1.1006 -2.8423 0.5691
18 H 0.8236 4.7422 -0.4193
19 H 1.9774 -0.0533 -0.6719
20 H -3.3719 2.1956 2.5973
21 H 3.1967 4.0442 -0.3680
22 H -0.2689 -4.7752 -0.7239
23 H 1.0936 -3.7399 -0.2727
24 H -0.4656 -0.8195 2.8609
25 H -1.6850 -2.7322 -1.0927
26 H 3.7803 1.6598 -0.4897
27 H -4.1270 0.8743 1.6774

Forces on atoms 1 to 6 (eV/Å):
0.5 -0.1 -0.2
0.0 0.1 0.1
-0.1 0.0 0.1
0.1 0.1 0.0
-0.1 -0.2 0.0
0.1 0.1 -0.3